Below is 2 unconnected molecules or ions with the total composition CH3ClN2O2, with properties calculated with wB97M-V/def2-TZVPD.

```
! wB97M-V def2-TZVPD RIJCOSX def2/J DEFGRID3
* xyz 0 1
C -0.951 -1.117 -0.508
N -0.361 -0.319 0.336
O -0.542 0.911 0.440
H -1.621 -0.816 -1.251
H -0.678 -2.193 -0.593
H 0.326 -0.871 0.882
O -3.292 -1.429 0.036
N -3.721 -0.459 0.492
Cl -4.334 0.784 -0.724
*
```

Computed properties:
HOMO-LUMO gap (spin up / spin down) ... 8.20 / 8.20 eV
SMILES ... C=[NH+][O-].O=NCl
Relative energy (zero: lowest compared OMol25 entry of this formula, charge and spin) ... 73.5 kcal/mol